Computed, not measured: the molecule C10H11OP at a distorted geometry, with ωB97M-V/def2-TZVPD.

Geometry as XYZ:
```
23
Properties=species:S:1:pos:R:3:forces:R:3:lowdin_charge:R:1
C -3.58608 0.00583 -0.45676 2.588 -0.993 0.803 -0.20
C -2.43778 1.05288 -0.31781 2.272 -3.580 -0.649 -0.19
P -0.90598 -0.14190 0.83427 -1.994 1.903 -2.262 0.74
O -1.46019 -0.06376 2.18150 -0.185 -0.150 1.635 -0.37
C -0.72024 -1.73674 0.04134 -1.319 -1.935 -1.915 -0.18
C 0.44694 -1.87410 -0.63143 -0.390 1.546 1.399 -0.07
C 1.38118 -0.73822 -0.25703 0.605 0.321 -0.500 -0.22
C 2.73676 -0.71094 -0.58299 -0.813 1.203 1.339 -0.04
C 3.53170 0.36964 -0.18354 -2.510 0.660 0.591 -0.08
C 2.92382 1.42294 0.49591 -0.311 0.697 0.839 -0.07
C 1.52100 1.43362 0.91338 2.765 0.286 -0.513 -0.04
C 0.79210 0.34279 0.49838 0.065 -1.036 -0.533 -0.25
H -4.52248 0.53719 -0.68739 0.199 -0.784 -0.054 0.06
H -3.20692 -0.82358 -1.17544 -1.377 1.423 0.917 0.08
H -3.53103 -0.43638 0.60883 -1.098 0.366 -1.644 0.07
H -2.74883 1.66380 0.49083 0.460 1.453 0.279 0.03
H -1.94361 1.37218 -1.28376 -0.866 0.309 1.421 0.07
H -1.60936 -2.44335 -0.15370 1.523 1.220 0.555 0.11
H 0.70491 -2.64050 -1.37656 -0.062 0.333 0.616 0.12
H 3.23944 -1.54506 -0.94376 0.464 -1.504 -1.114 0.09
H 4.56497 0.41723 -0.37148 1.102 -0.094 -0.287 0.09
H 3.61448 2.24651 0.79042 -0.919 -0.511 -0.103 0.11
H 1.21518 2.28991 1.56679 -0.199 -1.135 -0.820 0.13
```
Forces are in eV/Å.

The value obtained for the HOMO energy is -0.324 Eh. Its structure (SMILES) is CC[P@@]1(=O)C=Cc2ccccc21. The calculation puts the HOMO-LUMO gap at 8.5 eV. For the energy above the lowest of the compared OMol25 structures with the same formula, charge and spin, the calculation gives 2.049 eV.